The following is a DFT calculation (ωB97M-V with the def2-TZVPD basis set) of the ion H3NO3P with charge -1 in a non-equilibrium geometry.

Geometry as XYZ:
```
8
Properties=species:S:1:pos:R:3
N -0.603 0.047 -1.143
O 0.695 -0.181 1.672
O -1.177 1.340 1.260
O -1.336 -1.330 0.976
P -0.711 -0.030 0.776
H -0.050 0.721 -1.702
H 1.048 0.711 1.417
H -0.371 -0.931 -1.291
```

The value obtained for the molar mass is 96.0 g/mol. As for the net charge: -1. As for the SMILES: N[P@@](=O)([O-])O. Its electronic energy is -623.7821 Ha. The HOMO-LUMO gap is 9.27 eV. The HOMO energy comes out at -4.9508 eV. Its relative energy (zero: lowest compared OMol25 entry of this formula, charge and spin) is 0.7491 eV.

In the Mulliken picture, each atom carries the following charge in e: N -0.608; O -0.531; O -0.743; O -0.707; P 0.906; H 0.176; H 0.287; H 0.219